Computed, not measured: C7H6F7NO3 in the gas phase in a non-equilibrium geometry, with wB97M-V/def2-TZVPD.

The geometry in ORCA input format:
```
! RIJCOSX wB97M-V def2-TZVPD def2/J DEFGRID3
* xyz 0 1
C 2.901 -1.750 0.166
C 2.327 -0.287 -0.182
C 2.054 0.709 1.070
N 2.034 0.151 -1.415
O 0.713 -0.009 -1.743
C -0.031 1.222 -1.629
O 0.624 2.293 -1.753
O -1.456 1.250 -1.445
C -1.827 1.393 -0.080
F -2.956 2.283 -0.071
F -0.831 2.046 0.720
C -2.319 0.042 0.638
F -3.518 0.344 1.375
F -1.402 -0.446 1.629
C -2.714 -1.154 -0.357
F -1.638 -1.638 -1.137
F -3.100 -2.251 0.483
F -3.808 -0.750 -1.146
H 3.700 -2.115 -0.564
H 3.371 -1.660 1.218
H 2.000 -2.450 0.224
H 1.052 0.359 1.530
H 2.873 0.657 1.863
H 1.947 1.761 0.608
*
```

Values from the calculation:
ΔE to the lowest compared entry with this formula, charge and spin   104.9 kcal per mole
Structure (SMILES)   CC(C)=NOC(=O)OC(F)(F)C(F)(F)C(F)(F)F
LUMO level   -0.0459 hartree
Electronic energy   -34004.0338 eV
Kohn-Sham gap   7.32 eV
HOMO   -8.57 eV



Computed, not measured: a molecular structure, C4H8BNO10S2 in a non-equilibrium geometry, with wB97M-V/def2-TZVPD.

The geometry in ORCA input format:
```
! RIJCOSX wB97M-V def2-TZVPD def2/J DEFGRID3
* xyz 0 1
C -1.752 1.346 1.654
S -1.743 0.035 0.347
O -2.842 0.371 -0.583
O -2.003 -1.284 0.988
C -0.071 0.094 -0.439
C -0.082 -1.052 -1.519
O -1.017 -0.820 -2.570
N -0.515 0.068 -3.482
O -1.387 0.660 -3.985
O 0.101 1.439 -0.960
S 1.756 1.427 -1.315
O 2.439 2.705 -0.985
O 2.082 1.156 -2.738
O 2.275 0.155 -0.337
C 1.143 0.009 0.558
B 1.130 -1.148 1.669
O 0.822 -0.793 3.007
O 1.395 -2.501 1.397
H -1.178 2.199 1.246
H -1.267 0.947 2.566
H -2.825 1.570 1.794
H -0.411 -1.977 -0.998
H 0.927 -1.261 -1.930
H 1.126 1.004 1.073
H 0.206 -1.471 3.309
H 1.691 -2.878 2.231
*
```

Values from the calculation:
LUMO level   -0.0084 hartree
Electronic energy   -48585.6460 eV
Kohn-Sham gap   10.18 eV
HOMO   -10.41 eV



Computed, not measured: 2 unconnected molecules or ions with the total composition C7H11N2O2 in a non-equilibrium geometry, with wB97M-V/def2-TZVPD.

The geometry in ORCA input format:
```
! RIJCOSX wB97M-V def2-TZVPD def2/J DEFGRID3
* xyz 0 2
C -0.081 0.366 -2.662
C 0.587 -1.672 -1.285
C -0.420 -0.987 -2.030
C -1.531 -2.509 -0.963
N -0.114 -2.607 -0.568
N -1.661 -1.545 -1.820
H 1.594 -1.361 -1.250
H 0.303 -3.109 0.158
H 0.362 0.957 -1.844
H -1.018 0.743 -3.141
H -2.395 -3.013 -0.674
H 0.541 0.275 -3.540
C 0.440 1.938 1.655
C 1.512 1.035 2.319
C -1.160 1.389 1.654
O -1.251 0.206 1.968
O -2.025 2.220 1.366
H 0.396 2.781 2.296
H 0.645 2.352 0.729
H 1.863 1.677 3.158
H 2.307 0.804 1.675
H 1.105 0.063 2.800
*
```

Values from the calculation:
ΔE to the lowest compared entry with this formula, charge and spin   74.0 kcal per mole
LUMO level (spin up / spin down)   -0.0487 / -0.1818 hartree
Electronic energy   -14507.4899 eV
⟨S²⟩   0.7602
Kohn-Sham gap (spin up / spin down)   5.25 / 1.63 eV
HOMO (spin up / spin down)   -6.58 / -6.57 eV



- Which of these has the lowest electronic energy?
  C4H8BNO10S2



- Which value of electronic energy does entry 2 give?
  -48585.6460 eV



- What is the electronic energy in the first record?
  -34004.0338 eV